(1)
This record from the OMol25 dataset describes C16H27NO2 in the gas phase. The level of theory is the ωB97M-V functional and the def2-TZVPD basis.

The calculation puts the max |F| at 0.64 eV/Å. The LUMO energy comes out at 0.77 eV. The frontier orbital gap comes out at 8.77 eV.

Positions of all 46 atoms, in Å:
C -4.6194 -1.8353 -1.0446
C -4.7537 -0.3437 -0.7078
N -3.7053 0.2611 0.0829
C -3.6737 -0.0846 1.4899
C -2.8522 -1.3135 1.9036
C -2.4168 0.3397 -0.5774
C -1.5653 1.4745 -0.0020
C -0.3906 1.8505 -0.9046
C 0.6556 0.7452 -1.0171
C 1.8569 1.2050 -1.8437
O 2.8109 0.1781 -2.0373
C 3.4824 -0.3809 -0.9884
C 3.9441 -1.6718 -1.2292
C 4.6835 -2.3692 -0.2939
C 4.9659 -1.7784 0.9214
C 4.5212 -0.4935 1.1818
C 3.7930 0.2274 0.2437
O 3.3640 1.5154 0.4605
C 3.6011 2.1081 1.7118
H -3.6537 -2.0407 -1.5000
H -4.7272 -2.4495 -0.1546
H -5.3984 -2.1191 -1.7483
H -5.6971 -0.1838 -0.1770
H -4.8060 0.2198 -1.6457
H -4.7092 -0.2266 1.8087
H -3.2825 0.7838 2.0325
H -1.7934 -1.1571 1.7135
H -2.9833 -1.4851 2.9695
H -3.1697 -2.2049 1.3708
H -2.6108 0.5567 -1.6317
H -1.8569 -0.6068 -0.5293
H -2.2117 2.3451 0.1238
H -1.1834 1.1949 0.9810
H 0.0910 2.7439 -0.4992
H -0.7630 2.1000 -1.9008
H 0.9970 0.4630 -0.0191
H 0.2273 -0.1399 -1.4903
H 2.3137 2.0893 -1.3907
H 1.5359 1.4555 -2.8595
H 3.7033 -2.1093 -2.1854
H 5.0276 -3.3679 -0.5136
H 5.5351 -2.3052 1.6719
H 4.7630 -0.0456 2.1325
H 3.1410 3.0941 1.6572
H 4.6718 2.2221 1.9099
H 3.1378 1.5391 2.5247

=====

(2)
This record from the OMol25 dataset describes C16H28BN in the gas phase. The level of theory is the ωB97M-V functional and the def2-TZVPD basis.

The calculation puts the max |F| at 2.77 eV/Å. The LUMO energy comes out at 0.77 eV. The frontier orbital gap comes out at 9.14 eV.

Positions of all 46 atoms, in Å:
C 2.0537 1.4577 -1.9414
C 2.3978 0.3055 -0.9235
C 1.4210 -0.9055 -1.1111
C 1.3823 -1.4794 -2.5252
C 0.0375 -1.2255 -3.2243
C -0.3500 0.2528 -3.3019
C -0.4008 0.9127 -1.8916
C 0.6427 2.0241 -1.6669
B -0.0001 -0.2356 -0.8306
N -0.4895 -0.1730 0.5293
C -1.0615 0.9899 1.2541
C -0.0539 1.4436 2.3096
C 0.2571 0.3512 3.3167
C 0.7064 -0.8881 2.5452
C -0.2839 -1.2953 1.4593
C -1.6152 -1.7258 2.0747
C -2.8029 -0.8756 1.6353
C -2.4613 0.6010 1.8325
H 2.7899 2.2597 -1.8685
H 2.1056 1.1394 -2.9804
H 3.4367 -0.0306 -1.1127
H 2.3111 0.6526 0.1241
H 1.6592 -1.6735 -0.3694
H 2.1969 -1.0670 -3.1303
H 1.5999 -2.5478 -2.4584
H -0.7328 -1.6721 -2.5677
H -0.0454 -1.7759 -4.1677
H 0.3700 0.7815 -3.9467
H -1.2921 0.3794 -3.8459
H -1.4164 1.2396 -1.6645
H 0.5704 2.3405 -0.6368
H 0.3991 2.9068 -2.2654
H -1.2035 1.8128 0.5250
H 0.8438 1.7228 1.7372
H -0.4078 2.3864 2.7456
H 1.0920 0.7325 3.9471
H -0.6005 0.1470 3.9792
H 0.8675 -1.6876 3.3035
H 1.6853 -0.7274 2.0968
H 0.1003 -2.1400 0.8957
H -1.8373 -2.7909 1.8745
H -1.5241 -1.6869 3.1779
H -3.7183 -1.1777 2.1912
H -2.9675 -1.0855 0.5593
H -2.3911 0.8230 2.8864
H -3.2703 1.2039 1.4303

=====

(3)
This record from the OMol25 dataset describes a molecular structure, C16H28Br2Cl14N. The level of theory is the ωB97M-V functional and the def2-TZVPD basis.

The calculation puts the max |F| at 10.32 eV/Å. The LUMO energy comes out at -3.40 eV. The frontier orbital gap comes out at 8.40 eV. Its net charge is +1.

Positions of all 61 atoms, in Å:
C 2.7368 6.7589 0.4175
C 2.5464 5.5750 -0.3519
C 2.1265 4.0608 -0.9236
C 2.8307 2.7636 -0.1377
C 2.1871 1.5821 -1.1089
C 2.5686 0.0138 -0.8222
Br 3.2311 -1.0055 -2.4100
C 1.1948 -0.7749 -0.2858
C 0.8527 -0.3368 1.2566
Br 1.5088 -2.7613 -0.4969
C 2.5397 2.2712 -2.5549
N 2.5991 3.8019 -2.3661
H 2.6975 7.6093 1.2545
H 0.9439 4.0250 -0.8396
H 2.4320 2.8277 0.9606
H 3.9798 3.0391 -0.2918
H 1.0491 1.6606 -0.8417
H 3.3669 -0.0908 0.0302
H 0.3329 -0.4932 -1.0487
H 1.4657 -0.9531 2.0435
H -0.2960 -0.4914 1.4563
H 1.0409 0.8359 1.3578
H 1.7035 1.8468 -3.2744
H 3.5506 1.8947 -3.0185
H 1.8716 4.3694 -2.8962
H 3.6027 4.0879 -2.5750
C -2.9060 -1.6216 -0.3873
Cl -4.4486 -1.4927 0.4665
Cl -2.3323 -0.0325 -0.9076
H -2.1650 -2.0658 0.2818
H -3.0377 -2.2575 -1.2661
C -3.8388 0.1263 -4.7993
Cl -4.8344 -0.9460 -3.8073
Cl -2.1313 -0.0045 -4.3605
H -3.9581 -0.1486 -5.8501
H -4.1670 1.1575 -4.6481
C -6.3537 -2.7975 3.7669
Cl -7.2857 -2.7258 5.2673
Cl -6.9247 -1.5935 2.6052
H -5.3020 -2.6040 3.9918
H -6.4603 -3.7929 3.3290
C -11.1428 -2.4532 4.2639
Cl -12.0748 -2.3815 5.7643
Cl -11.7138 -1.2492 3.1022
H -10.0911 -2.2598 4.4887
H -11.2494 -3.4486 3.8260
C 0.7383 -6.4032 0.2384
Cl 2.1674 -5.9551 -0.7007
Cl 1.0005 -7.9175 1.1122
H 0.5225 -5.6099 0.9582
H -0.1093 -6.5262 -0.4402
C 6.6266 0.3676 -2.3311
Cl 5.8970 1.4701 -1.1574
Cl 8.2511 0.9009 -2.7802
H 6.6888 -0.6305 -1.8907
H 6.0017 0.3373 -3.2269
C 6.1307 2.0391 2.5424
Cl 4.6984 1.0085 2.4367
Cl 5.7212 3.7309 2.2337
H 6.5574 1.9536 3.5447
H 6.8621 1.7091 1.8007

=====

(4)
This record from the OMol25 dataset describes a molecular structure, C16H28Br2N4Pd. The level of theory is the ωB97M-V functional and the def2-TZVPD basis.

The calculation puts the max |F| at 3.13 eV/Å. The LUMO energy (alpha / beta) comes out at -0.03 / -0.43 eV. As for the spin multiplicity: 3. The frontier orbital gap (alpha / beta) comes out at 7.29 / 7.03 eV.

Positions of all 51 atoms, in Å:
Pd 1.3717 -2.2834 -0.0696
Br 3.1907 -3.8333 0.9433
Br -0.3434 -4.1251 -1.3718
C -3.9192 -0.4256 0.0957
C -3.5977 0.2825 -1.2299
C -2.2296 0.9698 -1.0786
C -1.0882 0.0950 -0.8764
N -0.1932 -0.6098 -0.7229
H -4.8137 -1.0480 0.0737
H -4.0263 0.3791 0.8231
H -3.0802 -0.9772 0.5198
H -4.3111 1.0974 -1.3522
H -3.6781 -0.3929 -2.0817
H -2.1885 1.6699 -0.2441
H -2.1034 1.5594 -1.9866
C 0.8922 1.0001 -3.9602
C 2.1279 0.5236 -4.6908
C 3.2564 0.1862 -3.6763
C 2.8621 -0.8310 -2.7085
N 2.4847 -1.6348 -1.9482
H 1.1853 1.6915 -3.1702
H 0.4532 0.1866 -3.3826
H 0.1256 1.4131 -4.6159
H 2.3943 1.3131 -5.3934
H 1.9158 -0.3536 -5.3021
H 3.7003 1.1144 -3.3165
H 4.0473 -0.3620 -4.1881
C -3.5774 -3.0110 3.1202
C -2.9305 -1.7543 3.6591
C -1.4445 -1.9490 4.0095
C -0.5808 -2.1043 2.8494
N 0.0941 -2.2632 1.9199
H -4.5671 -2.7983 2.7160
H -3.6848 -3.8320 3.8291
H -2.9677 -3.4202 2.3147
H -3.4196 -1.4593 4.5874
H -3.0500 -0.9143 2.9748
H -1.3265 -2.8167 4.6585
H -1.0668 -1.0606 4.5157
C 3.3363 3.2608 2.2618
C 2.3909 3.2805 1.0648
C 2.7938 2.1369 0.1163
C 2.5357 0.7774 0.5433
N 2.3297 -0.2975 0.8855
H 4.3816 3.5126 2.0828
H 3.3132 2.3299 2.8284
H 2.9559 3.9419 3.0230
H 2.6395 4.1996 0.5341
H 1.3411 3.2021 1.3473
H 3.8543 2.1889 -0.1301
H 2.2146 2.2453 -0.8007

=====

(5)
This record from the OMol25 dataset describes a molecular structure, C16H28Cl2IrN2O3Si2. The level of theory is the ωB97M-V functional and the def2-TZVPD basis.

The calculation puts the max |F| at 0.63 eV/Å. The LUMO energy comes out at -2.65 eV. The frontier orbital gap comes out at 9.12 eV. Its net charge is +1.

Positions of all 54 atoms, in Å:
Ir -0.0334 0.2627 0.3909
C -2.0375 1.3863 3.2350
Si -0.5797 0.2435 3.1775
C 0.9716 1.1115 2.4086
C -0.1946 -0.3820 4.8874
C -0.7063 -1.0702 1.8647
C 0.5791 -1.8232 1.7671
C 1.1577 -2.8575 2.4868
C 2.4189 -3.2919 2.1082
C 3.0819 -2.6928 1.0420
C 2.4678 -1.6522 0.3745
N 1.2503 -1.2525 0.7382
Si -2.2010 -2.1938 1.5684
C -3.7497 -1.1636 1.4627
C -2.3508 -3.3891 3.0018
C -1.9125 -3.1814 0.0080
H -1.8315 2.2154 3.9165
H -2.9096 0.8585 3.6252
H -2.2953 1.8008 2.2620
H 1.0424 2.1604 2.7009
H 1.1682 1.3246 1.2850
H 1.8886 0.5879 2.6806
H -0.1458 0.4398 5.6056
H 0.7512 -0.9248 4.9359
H -0.9890 -1.0554 5.2173
H 0.6320 -3.2998 3.3208
H 2.8967 -4.0977 2.6495
H 4.0648 -3.0220 0.7394
H 2.9324 -1.1332 -0.4538
H -4.0440 -0.7915 2.4458
H -4.5757 -1.7686 1.0816
H -3.6401 -0.3019 0.8020
H -2.3616 -2.8822 3.9693
H -1.5484 -4.1290 3.0101
H -3.2908 -3.9397 2.9137
H -1.9194 -2.5581 -0.8857
H -2.6982 -3.9330 -0.1012
H -0.9594 -3.7163 0.0479
C 2.2900 2.3527 -2.8763
C 1.4542 1.3380 -2.1591
N 1.1510 0.2117 -2.8106
O 1.0577 1.5672 -1.0025
H 3.1202 1.8794 -3.3997
H 2.6649 3.0799 -2.1636
H 1.6710 2.8663 -3.6138
H 1.4506 0.0803 -3.7615
H 0.4551 -0.4147 -2.4322
Cl -4.5556 1.2880 -1.3011
C -2.9623 1.2812 -2.0585
Cl -2.5309 2.8545 -2.7292
C -1.9185 0.8756 -1.0453
O -1.2729 -0.2099 -1.2150
O -1.6160 1.5701 -0.0477
H -2.9732 0.5568 -2.8656